# 1
# C18H28N4O3

A single C18H28N4O3 molecule in a non-equilibrium geometry (ωB97M-V/def2-TZVPD, the OMol25 dataset).

The largest force on an atom comes out at 4.35 eV Å⁻¹. The LUMO energy is 0.0216 hartree. Its relative energy (zero: lowest compared OMol25 entry of this formula, charge and spin) is 67.2 kcal/mol. Its SMILES is CNC(=O)[C@@H](CCCCN)NC(=O)[C@@H](Cc1ccccc1)NC(C)=O. The HOMO-LUMO gap is 0.3684 Eh. The value obtained for the HOMO energy is -9.44 eV.

```
53
C18H28N4O3 ωB97M-V/def2-TZVPD
O 2.562 -2.226 4.095
O 3.018 -0.991 -0.561
O 1.053 2.015 -3.381
C 3.195 -2.554 3.033
C 2.120 -0.544 0.174
C 1.308 1.130 -2.517
C -3.668 -1.183 0.488
C -2.947 -1.377 -0.690
C -3.019 -1.251 1.764
C -1.578 -1.837 -0.582
C -1.665 -1.579 1.876
C -0.961 -1.858 0.707
N 1.283 -0.226 -2.731
N -3.952 4.186 -0.184
N 2.838 -2.146 1.753
N 1.449 0.577 -0.053
C 4.381 -3.492 2.965
C 0.729 -0.807 -3.976
C -2.980 3.107 -0.051
C -1.544 3.697 -0.248
C -0.587 2.532 -0.385
C 0.516 -2.418 0.868
C 0.882 2.960 -0.674
C 1.583 -1.448 1.312
C 1.657 1.682 -1.085
H -4.725 -0.900 0.480
H -3.494 -1.612 -1.562
H -3.589 -1.006 2.689
H -1.065 -2.073 -1.497
H -1.221 -1.527 2.834
H 1.523 -0.788 -1.910
H -4.648 4.261 0.563
H -4.700 3.984 -0.876
H 3.492 -2.271 0.984
H 0.622 0.715 0.409
H 5.268 -3.022 3.170
H 4.204 -4.197 3.745
H 4.382 -4.071 1.983
H -0.262 -0.354 -3.864
H 0.501 -1.816 -3.906
H 1.166 -0.392 -4.927
H -2.961 2.400 -0.868
H -3.123 2.407 0.823
H -1.197 4.368 0.528
H -1.594 4.182 -1.257
H -0.605 2.034 0.582
H -0.924 1.694 -1.060
H 0.467 -3.290 1.473
H 0.800 -2.932 -0.171
H 0.973 3.763 -1.443
H 1.212 3.311 0.295
H 1.129 -0.793 2.113
H 2.697 1.975 -1.245
```

***

# 2
# C18H28N8O4RhS

C18H28N8O4RhS as an isolated structure in a non-equilibrium geometry (ωB97M-V/def2-TZVPD, the OMol25 dataset).

The charge is +1. The largest force on an atom comes out at 2.10 eV Å⁻¹. The LUMO energy (alpha / beta) is -0.1706 / -0.1706 hartree. Its relative energy (zero: lowest compared OMol25 entry of this formula, charge and spin) is 22.4 kcal/mol. The HOMO-LUMO gap (alpha / beta) is 0.2555 / 0.2556 Eh. The value obtained for the HOMO energy (alpha / beta) is -11.60 / -11.60 eV.

```
60
C18H28N8O4RhS ωB97M-V/def2-TZVPD
Rh -0.214 0.905 0.000
C -1.331 -1.584 3.102
C -1.995 -0.669 2.092
C -3.444 -0.382 2.460
O -1.281 0.604 1.995
C -2.001 -1.265 0.681
O -2.407 -2.385 0.493
O -1.581 -0.512 -0.309
H -1.457 -1.191 4.111
H -0.266 -1.694 2.902
H -1.789 -2.571 3.050
H -3.498 0.049 3.460
H -4.015 -1.309 2.443
H -3.897 0.308 1.750
H -0.754 0.779 2.790
S -1.757 5.120 0.049
C -2.886 4.159 0.892
C -2.508 2.859 0.865
N -1.341 2.632 0.177
C -0.841 3.749 -0.301
H -3.759 4.583 1.358
H -3.027 2.033 1.312
H 0.082 3.786 -0.858
C 1.433 -0.740 -1.781
N 1.151 -0.690 -0.300
C 2.488 -0.494 0.391
N 3.429 -1.525 0.039
C 3.636 -1.517 -1.409
N 2.381 -1.766 -2.129
C 1.851 -3.065 -1.701
N 1.621 -3.091 -0.255
C 0.665 -2.071 0.082
C 2.887 -2.826 0.428
H 1.816 0.238 -2.081
H 0.479 -0.941 -2.281
H 2.312 -0.514 1.467
H 2.876 0.481 0.105
H 4.353 -2.295 -1.672
H 4.041 -0.550 -1.712
H 2.567 -3.843 -1.964
H 0.912 -3.261 -2.221
H 0.500 -2.067 1.161
H -0.277 -2.261 -0.429
H 3.604 -3.605 0.166
H 2.731 -2.844 1.509
C -0.438 1.957 -4.263
C -0.864 1.286 -3.002
C -2.102 0.471 -3.009
O -0.170 1.488 -1.995
H -1.150 2.758 -4.482
H -0.487 1.257 -5.096
H 0.559 2.376 -4.167
H -2.219 -0.040 -3.964
H -2.941 1.171 -2.917
H -2.140 -0.225 -2.180
N 1.235 1.933 0.957
C 1.531 2.069 2.080
N 1.830 2.279 3.283
C 2.610 1.545 4.053
N 3.254 0.919 4.780
```

***

# 3
# C18H29AsN6O6SZr

C18H29AsN6O6SZr as an isolated structure in a non-equilibrium geometry (ωB97M-V/def2-TZVPD, the OMol25 dataset).

The charge is +2. The largest force on an atom comes out at 2.92 eV Å⁻¹. The LUMO energy is -0.2093 hartree. Its relative energy (zero: lowest compared OMol25 entry of this formula, charge and spin) is 11.3 kcal/mol. The HOMO-LUMO gap is 0.3168 Eh. The value obtained for the HOMO energy is -14.32 eV.

```
62
C18H29AsN6O6SZr ωB97M-V/def2-TZVPD
Zr -0.217 1.169 -0.147
C 5.212 1.534 1.742
N 3.812 1.130 1.892
C 3.294 0.906 3.242
C 2.973 1.048 0.853
N 1.736 0.640 0.932
N 3.502 1.389 -0.386
C 2.785 1.919 -1.431
N 3.526 2.297 -2.486
N 1.497 2.057 -1.371
H 5.718 1.358 2.686
H 5.304 2.592 1.492
H 5.730 0.922 1.002
H 4.008 1.306 3.954
H 3.155 -0.157 3.447
H 2.354 1.441 3.385
H 1.489 0.442 1.893
H 4.504 1.456 -0.446
H 4.522 2.166 -2.524
H 3.089 2.714 -3.289
H 1.129 2.511 -2.202
O -2.610 2.390 2.470
C -1.658 1.739 2.148
O -0.541 2.172 1.571
C -1.646 0.227 2.285
C -2.471 -0.419 3.205
C -2.429 -1.784 3.248
C -1.564 -2.494 2.387
C -1.464 -3.908 2.421
C -0.596 -4.558 1.595
C 0.216 -3.819 0.703
C 0.134 -2.457 0.636
C -0.766 -1.767 1.477
N -0.838 -0.397 1.436
H -3.113 0.170 3.843
H -3.047 -2.333 3.947
H -2.080 -4.458 3.120
H -0.514 -5.635 1.629
H 0.922 -4.347 0.074
H 0.771 -1.892 -0.033
C -3.628 3.371 -0.599
S -2.490 2.233 -1.244
O -2.382 1.063 -0.303
O -2.861 1.830 -2.567
O -1.113 2.829 -1.153
H -4.617 2.933 -0.719
H -3.528 4.283 -1.185
H -3.386 3.534 0.452
C -1.402 -0.190 -4.460
As -1.366 -0.982 -2.736
C -0.511 -2.652 -3.035
C -3.037 -1.479 -1.976
O -0.294 -0.124 -1.689
H -1.740 -0.970 -5.142
H -0.372 0.078 -4.688
H -2.049 0.680 -4.501
H -1.194 -3.293 -3.592
H -0.269 -3.116 -2.083
H 0.396 -2.494 -3.616
H -3.549 -2.029 -2.766
H -3.628 -0.632 -1.650
H -2.808 -2.143 -1.144
```

***

# 4
# C18H29BClO17S4

A 5-piece molecular cluster, C18H29BClO17S4 overall (ωB97M-V/def2-TZVPD, the OMol25 dataset).

The charge is -1. The largest force on an atom comes out at 0.96 eV Å⁻¹. The LUMO energy is 0.0737 hartree. The HOMO-LUMO gap is 0.2508 Eh. The value obtained for the HOMO energy is -4.82 eV.

```
70
C18H29BClO17S4 ωB97M-V/def2-TZVPD
C 0.183 -0.099 -1.187
B 1.476 0.794 -1.726
C 1.149 1.689 -3.076
C 0.217 1.059 -4.036
O 0.045 -0.071 -4.286
Cl -0.831 2.277 -5.004
C 2.806 -0.219 -1.852
C 3.341 -0.419 -3.234
C 4.350 0.413 -3.738
C 4.882 0.238 -5.012
C 4.396 -0.768 -5.842
C 3.394 -1.612 -5.371
C 2.896 -1.441 -4.085
H -0.792 0.251 -1.535
H 0.210 -0.121 -0.091
H 0.348 -1.137 -1.486
H 1.740 1.603 -0.835
H 0.669 2.612 -2.751
H 2.035 2.019 -3.622
H 3.621 0.219 -1.273
H 2.640 -1.209 -1.423
H 4.729 1.219 -3.122
H 5.677 0.884 -5.359
H 4.797 -0.923 -6.835
H 2.985 -2.406 -5.980
H 2.123 -2.090 -3.698
C -2.231 -4.142 -1.841
C -1.707 -5.537 -1.561
O -0.293 -5.364 -1.444
S 0.021 -3.918 -0.802
O 0.235 -4.077 0.592
O 0.968 -3.295 -1.641
O -1.432 -3.289 -1.018
H -2.081 -3.856 -2.884
H -3.280 -4.029 -1.580
H -1.930 -6.238 -2.361
H -2.090 -5.926 -0.615
C 5.974 -1.202 1.725
C 6.410 -0.234 2.808
O 5.643 0.947 2.557
S 4.204 0.536 1.958
O 3.261 0.520 3.021
O 3.994 1.265 0.768
O 4.569 -0.979 1.591
H 6.452 -0.978 0.769
H 6.159 -2.239 1.991
H 7.471 -0.004 2.765
H 6.156 -0.608 3.803
C -0.881 2.496 2.418
C -1.341 1.197 3.028
O -2.647 1.496 3.563
S -3.354 2.592 2.638
O -4.247 1.939 1.748
O -3.796 3.653 3.476
O -2.067 3.066 1.831
H -0.515 3.184 3.183
H -0.110 2.349 1.665
H -0.678 0.849 3.814
H -1.450 0.420 2.269
C -6.624 2.859 4.414
C -7.178 1.609 3.770
O -8.410 1.366 4.477
S -9.066 2.759 4.908
O -10.060 3.124 3.962
O -9.359 2.701 6.296
O -7.782 3.677 4.669
H -6.146 2.638 5.370
H -5.924 3.382 3.774
H -6.516 0.754 3.868
H -7.409 1.770 2.716
```

***

# 5
# C18H29BN3O8P

A 3-piece molecular cluster, C18H29BN3O8P overall in a non-equilibrium geometry (ωB97M-V/def2-TZVPD, the OMol25 dataset).

The largest force on an atom comes out at 1.92 eV Å⁻¹. The LUMO energy is -0.0216 hartree. Its SMILES is COB(O)c1ccc(P(N)O)c2c1C(=O)N(N=C=O)C2=O.CCOCC.CCOCC. The HOMO-LUMO gap is 0.2848 Eh. The value obtained for the HOMO energy is -8.34 eV.

```
60
C18H29BN3O8P ωB97M-V/def2-TZVPD
C 1.276 -2.226 3.694
O 0.420 -2.956 2.818
B 1.071 -3.996 2.144
O 1.385 -5.136 2.854
C 1.341 -3.778 0.606
C 0.873 -2.615 -0.020
C 1.082 -2.393 -1.372
C 1.776 -3.295 -2.175
P 1.954 -2.893 -3.983
N 3.405 -1.969 -4.003
O 2.296 -4.278 -4.810
C 2.281 -4.448 -1.557
C 2.049 -4.688 -0.186
C 2.698 -6.032 0.139
O 3.116 -6.495 1.151
N 2.821 -6.669 -1.151
N 1.748 -7.552 -1.520
C 2.262 -8.607 -1.952
O 2.633 -9.484 -2.594
C 3.105 -5.609 -2.091
O 3.877 -5.688 -2.992
H 1.607 -1.276 3.253
H 0.709 -2.007 4.603
H 2.180 -2.788 3.968
H 2.272 -5.109 3.229
H 0.322 -1.891 0.570
H 0.705 -1.486 -1.842
H 4.189 -2.482 -4.398
H 3.211 -1.139 -4.547
H 1.820 -5.040 -4.457
C -1.817 1.541 0.989
C -0.406 1.159 0.577
O -0.263 0.936 -0.815
C -0.546 2.045 -1.651
C 0.358 3.241 -1.410
H -2.539 0.816 0.610
H -1.896 1.582 2.076
H -2.096 2.522 0.598
H -0.134 0.220 1.061
H 0.314 1.910 0.920
H -1.599 2.331 -1.565
H -0.402 1.689 -2.673
H 0.183 3.687 -0.429
H 0.177 4.010 -2.161
H 1.408 2.944 -1.454
C -2.304 7.629 0.899
C -3.035 6.470 0.244
O -2.881 5.239 0.927
C -3.370 5.197 2.255
C -4.864 5.449 2.366
H -1.256 7.376 1.067
H -2.355 8.515 0.266
H -2.739 7.886 1.867
H -2.624 6.307 -0.754
H -4.097 6.704 0.113
H -2.810 5.890 2.892
H -3.151 4.192 2.620
H -5.122 6.475 2.095
H -5.202 5.280 3.389
H -5.415 4.785 1.698
```

***

# 6
# C18H29Cl2CuN6O2

C18H29Cl2CuN6O2 as an isolated structure in a non-equilibrium geometry (ωB97M-V/def2-TZVPD, the OMol25 dataset).

The largest force on an atom comes out at 2.62 eV Å⁻¹. The LUMO energy is 0.0236 hartree. The HOMO-LUMO gap is 0.2935 Eh. The value obtained for the HOMO energy is -7.34 eV.

```
58
C18H29Cl2CuN6O2 ωB97M-V/def2-TZVPD
Cu -0.352 0.638 1.365
C -4.108 -0.220 -0.132
N -3.153 -0.918 0.780
C -3.272 -0.745 2.223
C -1.986 -1.390 0.194
N -0.881 -1.256 0.881
C 0.220 -2.003 0.536
C 0.244 -3.386 0.304
C 1.456 -4.079 0.044
C 2.638 -3.397 0.207
C 2.635 -2.045 0.501
C 1.467 -1.328 0.564
N 1.477 0.058 0.799
C 2.273 0.892 0.191
N 2.932 0.756 -1.040
C 4.318 1.074 -1.114
C 2.388 -0.174 -2.009
N 2.431 2.151 0.732
C 2.217 3.289 -0.206
C 2.083 2.374 2.103
N -2.083 -1.877 -1.073
C -1.062 -1.647 -2.079
C -3.169 -2.762 -1.409
H -4.156 0.855 0.200
H -5.116 -0.615 -0.094
H -3.765 -0.279 -1.169
H -4.359 -0.881 2.430
H -2.972 0.201 2.623
H -2.691 -1.576 2.681
H -0.685 -3.967 0.284
H 1.371 -5.138 -0.188
H 3.581 -3.918 0.018
H 3.575 -1.492 0.611
H 4.637 1.740 -0.259
H 4.446 1.653 -2.056
H 4.943 0.221 -1.138
H 1.306 -0.251 -1.868
H 2.857 -1.095 -1.937
H 2.574 0.242 -3.006
H 2.302 4.197 0.393
H 1.173 3.191 -0.546
H 2.998 3.349 -0.976
H 2.176 1.466 2.652
H 1.032 2.770 2.317
H 2.825 3.026 2.517
H -0.385 -0.918 -1.686
H -1.584 -1.184 -2.925
H -0.455 -2.490 -2.323
H -4.024 -2.601 -0.760
H -2.889 -3.783 -1.247
H -3.497 -2.608 -2.406
Cl -3.967 4.255 0.748
C -2.230 4.244 0.892
Cl -1.362 5.342 -0.148
C -1.606 2.835 0.709
O -1.296 2.259 1.802
O -1.425 2.366 -0.410
H -2.051 4.582 1.905
```

***

# 7
# C18H29ClNNdO2P2

C18H29ClNNdO2P2 as an isolated structure in a non-equilibrium geometry (ωB97M-V/def2-TZVPD, the OMol25 dataset).

The charge is +2. As for the spin multiplicity: 4. The largest force on an atom comes out at 2.99 eV Å⁻¹. As for the expectation value of S²: 3.758. The LUMO energy (alpha / beta) is -0.2367 / -0.2350 hartree. Its relative energy (zero: lowest compared OMol25 entry of this formula, charge and spin) is 0.0 kcal/mol. The HOMO-LUMO gap (alpha / beta) is 0.2381 / 0.2392 Eh. The value obtained for the HOMO energy (alpha / beta) is -12.92 / -12.90 eV.

```
54
C18H29ClNNdO2P2 ωB97M-V/def2-TZVPD
Nd 0.822 0.368 -0.261
P 1.579 -1.944 -1.683
C 0.059 -2.133 -2.737
C -1.240 -1.458 -2.287
N -1.264 -0.570 -1.239
C -2.458 -0.230 -0.671
C -3.651 -0.687 -1.218
C -3.639 -1.461 -2.376
C -2.414 -1.826 -2.921
C -2.491 0.644 0.608
P -1.763 2.320 0.798
H -2.369 -2.445 -3.820
H -4.589 -0.440 -0.718
H -4.580 -1.786 -2.824
H -3.562 0.843 0.804
H -2.160 0.041 1.471
H 0.368 -1.791 -3.728
H -0.078 -3.237 -2.764
H 0.725 3.391 -5.441
O 0.445 2.770 -6.123
H -0.480 2.572 -5.897
H -0.328 2.466 0.836
O 1.266 2.391 -0.546
H 1.723 3.212 -0.787
C -2.226 3.408 -0.541
H -3.285 3.686 -0.481
H -1.600 4.308 -0.463
H -2.014 2.901 -1.491
C -2.354 2.880 2.393
H -1.530 3.424 2.866
H -3.216 3.547 2.285
H -2.636 2.037 3.038
C 1.953 -3.660 -1.220
H 2.499 -4.199 -2.008
H 2.581 -3.603 -0.316
H 1.038 -4.214 -0.963
C 2.848 -1.492 -2.931
H 3.614 -0.884 -2.424
H 3.320 -2.391 -3.352
H 2.397 -0.887 -3.730
Cl 0.900 -2.947 3.948
C 1.735 -1.459 4.042
C 2.574 -1.219 5.120
C 3.248 0.006 5.218
C 3.088 0.970 4.223
C 2.259 0.739 3.130
C 1.552 -0.489 3.025
C 0.642 -0.779 1.933
H 2.681 -1.971 5.895
H 3.906 0.188 6.065
H 3.625 1.915 4.312
H 2.129 1.509 2.357
H 0.764 -1.769 1.466
H -0.414 -0.566 2.128
```

***

# 8
# C18H29F3NO5P2STc

C18H29F3NO5P2STc as an isolated structure in a non-equilibrium geometry (ωB97M-V/def2-TZVPD, the OMol25 dataset).

The charge is +1. As for the spin multiplicity: 4. The largest force on an atom comes out at 4.57 eV Å⁻¹. As for the expectation value of S²: 3.780. The LUMO energy (alpha / beta) is -0.1034 / -0.1346 hartree. The HOMO-LUMO gap (alpha / beta) is 0.2959 / 0.2746 Eh. The value obtained for the HOMO energy (alpha / beta) is -10.86 / -11.13 eV.

```
60
C18H29F3NO5P2STc ωB97M-V/def2-TZVPD
C -0.247 -3.774 1.163
C -0.175 -2.589 0.442
N 0.013 -1.417 1.085
C 0.097 -1.345 2.434
C 0.159 -2.517 3.170
C 0.002 -3.742 2.533
C -0.167 -2.600 -1.086
P -0.161 -0.875 -1.852
Tc 0.288 0.358 -0.081
P -0.321 1.465 2.097
C 0.223 -0.005 3.087
C -0.095 1.933 -1.623
C 1.076 2.391 -2.238
C 1.085 3.630 -2.895
C -0.049 4.450 -2.955
C -1.214 3.999 -2.344
C -1.231 2.754 -1.708
O -4.890 -3.172 -0.881
O -3.106 -0.118 0.440
H -0.267 -4.701 0.572
H 0.215 -2.413 4.259
H 0.061 -4.669 3.093
C 1.296 -1.306 -2.808
C -1.533 -0.923 -3.003
H -0.366 -0.012 4.028
H 1.295 0.139 3.339
H -0.952 -3.218 -1.553
H 0.723 -3.101 -1.442
C 0.898 2.783 2.344
C -1.854 1.948 2.949
H 1.982 1.771 -2.207
H 2.012 3.941 -3.372
H -0.001 5.418 -3.466
H -2.095 4.635 -2.390
H -2.133 2.397 -1.242
H -3.720 -0.914 0.271
H -3.621 0.671 0.182
H -4.458 -2.663 -0.167
H -4.476 -4.046 -0.739
H -0.324 1.920 0.455
H 0.925 -2.117 -3.450
H 1.574 -0.413 -3.355
H 2.103 -1.597 -2.134
H -1.199 -1.635 -3.768
H -2.479 -1.259 -2.556
H -1.657 0.088 -3.404
H -1.630 2.124 4.016
H -2.274 2.865 2.512
H -2.602 1.146 2.890
H 0.722 3.287 3.295
H 1.915 2.396 2.253
H 0.740 3.493 1.525
F 5.322 -1.733 0.507
C 4.049 -1.402 0.761
F 3.257 -2.313 0.119
F 3.822 -1.518 2.099
S 3.528 0.304 0.240
O 4.316 1.337 0.900
O 3.466 0.334 -1.189
O 2.131 0.131 0.850
```

***

> Among the records above, which one has the highest largest force on an atom?

C18H29F3NO5P2STc